# 1
Entry from OMol25: a molecular structure, C13H28BIOZn at a distorted geometry (ωB97M-V with the def2-TZVPD basis set).

- highest occupied orbital energy (Eh) = -0.6059
- lowest unoccupied orbital energy (hartree) = -0.4249
- gap between HOMO and LUMO (Ha) = 0.1810
- M (g mol⁻¹) = 403.5

ORCA input file:
```
! RIJCOSX wB97M-V def2-TZVPD def2/J DEFGRID3
* xyz 2 1
C -3.29576 -1.73352 -0.30371
C -4.04654 -0.49828 0.12126
C -3.31154 0.82373 -0.03413
I -3.16150 1.57806 -2.03462
B -1.83264 0.92945 0.42479
C -1.23550 1.90381 1.44968
C 0.24666 1.61059 1.77574
C 0.42208 0.47025 2.68842
C 1.89994 0.15279 2.83340
C 2.42680 -0.90705 1.86980
C 1.55658 -1.12765 0.64495
C 2.43915 -1.41760 -0.56948
C 1.62484 -1.54969 -1.85243
C 2.18330 -0.61653 -2.93519
O 1.89065 0.79112 -2.58986
C 0.67013 1.20745 -3.10282
H -3.93002 -2.58886 -0.14356
H -3.07754 -1.72915 -1.35983
H -2.40367 -1.91185 0.28257
H -4.35868 -0.60197 1.14793
H -4.95354 -0.44532 -0.46400
H -3.85589 1.55764 0.53788
H -1.05924 0.14672 -0.19724
H -1.84586 1.94694 2.34311
H -1.23643 2.89759 0.99188
H 0.71351 2.49391 2.17915
H 0.74671 1.36864 0.83018
H -0.19163 -0.37312 2.38797
H 0.06380 0.77025 3.66189
H 2.10327 -0.15311 3.84307
H 2.47936 1.05041 2.67841
H 3.37600 -0.55683 1.49766
H 2.64522 -1.82562 2.38853
H 0.99117 -0.22696 0.37009
H 0.84565 -1.92954 0.77336
H 3.05153 -2.27890 -0.36439
H 3.04468 -0.53168 -0.67903
H 0.62550 -1.18379 -1.63313
H 1.50505 -2.56010 -2.20702
H 3.25178 -0.69041 -3.00237
H 1.77488 -0.84433 -3.91404
H -0.08261 0.43005 -3.11749
H 0.21781 1.99357 -2.38832
H 0.72615 1.69035 -4.07070
Zn 0.35636 2.46854 -0.75836
*
```

***

# 2
Entry from OMol25: a molecular structure, C13H28BInN5O8S at a distorted geometry (ωB97M-V with the def2-TZVPD basis set).

- relative energy (zero: lowest compared OMol25 entry of this formula, charge and spin) (kcal/mol) = 39.7
- highest occupied orbital energy (Eh) = -0.1414
- lowest unoccupied orbital energy (hartree) = 0.0300
- gap between HOMO and LUMO (Ha) = 0.1714
- M (g mol⁻¹) = 540.1

ORCA input file:
```
! RIJCOSX wB97M-V def2-TZVPD def2/J DEFGRID3
* xyz -1 1
N 7.05384 -1.51193 0.61758
B 7.04769 -1.54025 -0.86397
O 6.78252 -2.83388 -1.46449
In 7.37766 0.21334 -2.28412
S 6.06351 -0.16838 -4.37830
C 6.98115 2.25749 -1.41744
C 5.50003 2.52195 -0.92893
C 4.86760 1.29217 -0.17325
N 3.79058 1.65242 0.79578
C 2.59982 2.20119 0.12484
C 1.62998 1.08921 -0.41032
C 1.68809 -0.29852 -0.00682
C 0.71463 -1.26058 -0.53818
C -0.32105 -0.82219 -1.49612
C -0.35737 0.57995 -1.93735
C 0.61403 1.50870 -1.39262
O 0.61654 2.86444 -1.79530
H 6.10418 -1.53468 1.00781
H 7.55111 -0.70681 0.99613
H 5.82946 -2.84841 -1.66336
H 9.14010 0.18714 -2.72267
H 4.75578 0.09877 -4.02816
H 7.71705 2.53075 -0.60829
H 7.17307 2.99714 -2.25230
H 5.52492 3.37266 -0.17348
H 4.85581 2.90296 -1.77009
H 4.44736 0.57513 -0.92228
H 5.69421 0.84664 0.44695
H 4.18664 2.43026 1.33451
H 2.00836 2.74586 0.91995
H 2.82211 2.96062 -0.67157
H 2.46453 -0.64948 0.70317
H 0.71030 -2.33940 -0.26912
H -1.08752 -1.51147 -1.91022
H -1.13535 0.90819 -2.66252
H 1.07142 2.86152 -2.65690
C -3.02551 -1.36464 2.31828
N -2.81913 -1.90634 0.94942
O -2.07981 -2.86055 0.82613
O -3.40486 -1.35437 0.04516
H -2.44208 -1.95427 3.01945
H -2.69278 -0.32891 2.31499
H -4.08768 -1.43765 2.54340
C -7.36835 -2.30230 2.30884
N -7.14307 -1.46209 3.51471
O -8.11967 -0.96984 4.04638
O -5.99122 -1.32700 3.88449
H -8.43148 -2.33213 2.09910
H -6.82577 -1.84574 1.48490
H -6.98940 -3.29887 2.52772
C -10.72633 0.14511 0.67508
N -9.41918 0.20042 -0.03270
O -9.35016 0.88988 -1.02830
O -8.50935 -0.45483 0.44407
H -11.43721 0.77113 0.14386
H -11.05286 -0.89246 0.67989
H -10.56693 0.51297 1.68655
*
```

***

# 3
Entry from OMol25: 3 unconnected molecules or ions with the total composition C13H28BO8S at a distorted geometry (ωB97M-V with the def2-TZVPD basis set).

- highest occupied orbital energy (Eh) = -0.1382
- lowest unoccupied orbital energy (hartree) = 0.0766
- gap between HOMO and LUMO (Ha) = 0.2148
- M (g mol⁻¹) = 355.2

ORCA input file:
```
! RIJCOSX wB97M-V def2-TZVPD def2/J DEFGRID3
* xyz -1 1
S 5.71796 -1.05407 -3.06736
C 4.37660 -0.95179 -1.83931
C 4.06539 -2.22461 -1.05888
C 5.17405 -2.65265 -0.09149
B 5.08561 -1.86680 1.33074
O 4.92138 -0.39275 1.09485
C 5.83937 0.33360 1.85395
C 6.75128 -0.70670 2.55026
O 6.36118 -1.96658 2.11546
H 6.68557 -1.42941 -2.22212
H 3.51840 -0.65449 -2.45454
H 4.58970 -0.14173 -1.14093
H 3.76562 -3.01019 -1.76677
H 3.17605 -1.97827 -0.45830
H 5.11724 -3.73567 0.08867
H 6.17035 -2.47199 -0.52868
H 4.10757 -2.31142 1.98427
H 5.31945 0.97459 2.58886
H 6.42977 1.01421 1.21459
H 7.81136 -0.53112 2.29791
H 6.66564 -0.60473 3.64912
C -2.42084 -0.79669 -1.70428
C -1.92087 0.15541 -2.76627
O -1.44580 1.38644 -2.18819
C -0.21720 1.31918 -1.66513
O 0.51040 0.36441 -1.67833
O 0.07508 2.49922 -1.11785
C 1.38468 2.54462 -0.52248
H -3.18286 -0.31262 -1.09099
H -2.86376 -1.67758 -2.17097
H -1.60434 -1.12480 -1.06277
H -2.72356 0.47039 -3.43083
H -1.12075 -0.29110 -3.35550
H 2.14356 2.25713 -1.24655
H 1.43970 1.86953 0.32923
H 1.51956 3.57464 -0.20741
C -9.02686 0.24693 1.62297
C -8.00306 -0.20566 0.60634
O -7.14300 0.87659 0.20367
C -6.14682 1.15211 1.04842
O -5.86756 0.51958 2.03449
O -5.40142 2.11041 0.50668
C -4.20149 2.41347 1.23003
H -9.60117 1.08930 1.23621
H -9.71632 -0.57096 1.83707
H -8.54263 0.54087 2.55273
H -8.47594 -0.52494 -0.32040
H -7.39000 -1.01832 0.99415
H -3.61197 1.51345 1.39100
H -4.43904 2.86890 2.19004
H -3.65528 3.11264 0.60465
*
```

***

# 4
Entry from OMol25: 2 unconnected molecules or ions with the total composition C13H28ClNO2Si at a distorted geometry (ωB97M-V with the def2-TZVPD basis set).

- relative energy (zero: lowest compared OMol25 entry of this formula, charge and spin) (kcal/mol) = 0.0
- SMILES = C=C[Si@@H](CCCCNC(C)=O)[C@H](Cl)CC.CCO
- highest occupied orbital energy (Eh) = -0.3301
- lowest unoccupied orbital energy (hartree) = 0.0235
- gap between HOMO and LUMO (Ha) = 0.3536
- M (g mol⁻¹) = 293.9

ORCA input file:
```
! RIJCOSX wB97M-V def2-TZVPD def2/J DEFGRID3
* xyz 0 1
C 3.21224 -2.78177 2.51674
C 3.37992 -1.52390 2.13176
Si 2.33515 -0.77467 0.74427
C 1.16287 0.42441 1.59711
C -0.14819 0.70749 0.81155
C -1.36430 0.30260 1.66123
C -2.64074 0.14182 0.85177
N -2.48391 -0.77706 -0.29657
C -3.68872 -1.36388 -0.67815
C -3.99847 -2.78470 -0.23044
O -4.49331 -0.78321 -1.30601
C 3.50485 0.08833 -0.48393
Cl 2.59142 0.69212 -1.94298
C 4.59189 -0.86644 -0.99802
C 5.80584 -0.97955 -0.05228
H 3.13273 -2.98003 3.57901
H 3.11465 -3.56374 1.77479
H 4.08056 -0.84986 2.62121
H 1.65464 -1.84785 -0.00876
H 1.71519 1.33522 1.83358
H 0.89840 -0.02109 2.55694
H -0.22583 1.78643 0.68900
H -0.17791 0.26474 -0.18158
H -1.16584 -0.60368 2.23885
H -1.53820 1.08413 2.39908
H -3.03200 1.11202 0.55478
H -3.38958 -0.28954 1.53104
H -1.78037 -1.47104 -0.06347
H -4.88963 -3.12894 -0.73263
H -4.21358 -2.75833 0.84079
H -3.15377 -3.45218 -0.39938
H 3.98874 0.95084 -0.02474
H 4.13524 -1.85097 -1.11963
H 4.93717 -0.58252 -1.98783
H 6.72762 -1.06725 -0.61669
H 5.70429 -1.89950 0.52070
H 5.87044 -0.17652 0.67963
C -3.41358 3.93602 -3.04459
C -2.97902 3.22607 -1.77556
O -4.04711 2.46904 -1.21751
H -4.25547 4.59871 -2.83997
H -2.59625 4.52483 -3.46504
H -3.74468 3.21446 -3.79504
H -2.66791 3.94942 -1.02177
H -2.13616 2.55581 -1.97966
H -4.31937 1.81370 -1.87163
*
```

***

# 5
Entry from OMol25: a molecular structure, C13H28NO4P2Pr at a distorted geometry (ωB97M-V with the def2-TZVPD basis set).

- highest occupied orbital energy (alpha / beta) (Eh) = -0.2584 / -0.2585
- lowest unoccupied orbital energy (alpha / beta) (hartree) = 0.0169 / 0.0170
- gap between HOMO and LUMO (alpha / beta) (Ha) = 0.2753 / 0.2755
- M (g mol⁻¹) = 465.2

ORCA input file:
```
! RIJCOSX wB97M-V def2-TZVPD def2/J DEFGRID3
* xyz 0 3
C -0.77634 0.81045 -4.10973
C -0.77951 0.31890 -2.80395
N 0.07409 0.78590 -1.86712
C 0.84680 1.85013 -2.17381
C 0.82603 2.43565 -3.43732
C 0.03260 1.88675 -4.43498
C -1.77031 -0.77708 -2.49046
P -2.33606 -0.89647 -0.72771
Pr 0.20934 -0.77080 0.52483
P 2.19511 1.36645 0.24647
C 1.76958 2.47961 -1.15279
O -0.61473 -3.35075 -3.04344
O 0.16478 -3.45464 -0.34725
H -1.43222 0.34532 -4.84033
H 1.44033 3.30930 -3.62601
H 0.03315 2.29221 -5.44608
C -3.83347 0.11517 -0.76368
C -3.03135 -2.57847 -0.64557
H 2.73209 2.76175 -1.61251
H 1.32004 3.39516 -0.72346
H -1.37272 -1.78310 -2.81366
H -2.72202 -0.59696 -3.01396
C 2.65266 2.52847 1.58142
C 3.85770 0.83562 -0.31946
H 1.07574 -2.85229 -0.40268
H 0.36780 -4.12178 0.34749
H -0.16715 -3.62182 -2.20888
H 0.06327 -3.25548 -3.72720
H -0.56523 1.18807 1.14172
H 1.80952 -1.85019 -0.40185
H -4.55583 -0.39021 -1.41806
H -4.23587 0.21652 0.25738
H -3.59586 1.11577 -1.14997
H -3.82592 -2.65801 -1.39913
H -2.25954 -3.34157 -0.82186
H -3.44756 -2.75051 0.36018
H 4.52786 1.70760 -0.39772
H 4.26323 0.10119 0.39474
H 3.76275 0.34191 -1.29806
H 3.53722 3.12128 1.29865
H 1.80539 3.19610 1.79818
H 2.87086 1.94778 2.49478
C 0.72112 -1.40786 4.81526
C 0.49536 -1.33885 3.32070
O 1.29473 -0.58507 2.65699
O -0.45580 -1.94751 2.72316
H 1.79030 -1.40730 5.02557
H 0.25710 -2.30080 5.21692
H 0.29388 -0.52272 5.30966
*
```

***

Question: Which of these has the highest M?
Answer: C13H28BInN5O8S

***

Question: The highest M belongs to which entry?
Answer: C13H28BInN5O8S